# 1
This record from the Open Molecules 2025 dataset describes the molecule C7H8. The level of theory is wB97M-V/def2-TZVPD.

- energy above the lowest of the compared OMol25 structures with the same formula, charge and spin (kcal/mol) = 94.9
- DFT total energy (eV) = -7384.63036
- SMILES = C#CC/C=C\C=C
- E_LUMO (eV) = 0.766
- max |F| (eV Å⁻¹) = 3.735
- HOMO (eV) = -8.72
- net charge = 0

Element x y z (Å)
C 2.01511 -0.04066 -0.72856
C -0.26999 -0.23937 -1.24284
C 0.91879 0.68696 -1.25160
C -1.95262 -0.08585 2.04295
C -1.01317 0.24313 1.13175
C 2.88483 -0.70310 -0.24074
C -1.13829 -0.28461 -0.21201
H -1.94663 0.44072 2.99400
H 3.67607 -1.29871 0.08246
H -2.52025 -0.91454 1.79966
H -0.28415 0.98440 1.13193
H -1.97265 -0.91843 -0.34002
H 0.93811 1.68980 -0.68832
H 1.04659 1.07789 -2.20762
H -0.38178 -0.63762 -2.27104

natural (NBO) population analysis, charges in e, atoms 1 to 5: atom 1 (C): 0.019, atom 2 (C): -0.149, atom 3 (C): -0.545, atom 4 (C): -0.362, atom 5 (C): -0.212



# 2
This record from the Open Molecules 2025 dataset describes a cluster of 6 separate species, C27H51BBr2FO8 in total. The level of theory is wB97M-V/def2-TZVPD.

- energy above the lowest of the compared OMol25 structures with the same formula, charge and spin (kcal/mol) = 126.4
- DFT total energy (eV) = -188680.70280
- E_LUMO (eV) = 2.379
- max |F| (eV Å⁻¹) = 9.628
- HOMO (eV) = -4.38
- net charge = -1

Element x y z (Å)
Br 0.28291 1.81355 -0.22044
Br 2.34230 1.56598 1.84100
F 2.83883 0.58325 -4.31123
O 1.87087 -2.38337 -2.78155
O -0.03898 -2.35594 -1.19989
O -1.27379 3.26717 4.06120
O -3.80330 -5.18166 0.08074
O -1.36566 6.77694 -0.25376
O -0.84334 -1.59570 4.96894
O 3.07165 2.07337 -2.36301
O 5.94196 -3.60826 -4.35471
C 3.90781 -3.01572 -5.41093
C -1.46625 5.82391 -1.32092
C 6.24574 -2.81822 -5.51258
C -1.46249 -1.10690 6.16684
C 0.72909 -1.10521 -1.08407
C -0.77371 7.97742 -0.76910
C 2.21294 -1.51682 -1.64294
C -1.18570 6.57265 -2.60543
C 3.06962 0.81386 -2.86564
C -2.39705 -2.19332 6.65219
C 1.13849 -0.93771 2.79980
C 3.39481 -0.39024 -1.78030
C -0.23424 7.64597 -2.14342
C -1.70254 -3.44283 6.17561
C -1.81365 3.23989 2.73269
C 0.56962 -0.15210 0.23879
C 1.74443 -0.32028 1.36876
C -1.13331 5.44827 3.15152
C -4.74033 -4.16965 -1.84340
C -1.01343 4.63140 4.41943
C -1.12303 -2.99746 4.85067
C -4.46773 -5.48805 -1.15291
C 4.53800 -3.90170 -4.35871
C -3.58995 -3.32063 -1.36743
C 5.02724 -2.86571 -6.40849
C -2.15791 4.66785 2.36929
C -3.40711 -3.80344 0.05493
B 0.71576 -3.16769 -2.21784
H 0.00585 8.32626 -0.08568
H -2.68409 2.57816 2.70253
H 6.45173 -1.79679 -5.17553
H -2.55866 -2.16521 7.73273
H 3.76335 0.03651 -0.72804
H -0.66935 -0.91094 6.89661
H 0.77766 7.23267 -2.05787
H 2.63412 -2.29921 -0.85105
H -0.02365 4.70994 4.87752
H -2.45781 5.36303 -1.31154
H -2.12482 4.85400 1.29283
H -1.76509 4.93211 5.15741
H 2.99494 -3.44116 -5.83535
H -2.37301 -3.71113 0.39928
H -0.77777 5.93238 -3.39163
H -2.10865 7.03102 -2.98011
H -0.03350 -3.65790 -2.98530
H -2.36583 -4.30647 6.08246
H -1.84506 -3.12670 4.03745
H -5.68649 -3.74798 -1.48380
H -1.04374 2.83498 2.06738
H 7.14145 -3.21150 -6.00196
H 2.62991 -1.02441 1.07066
H -1.55779 8.74008 -0.82316
H 5.07128 -3.75200 -7.05240
H -1.98285 -0.16846 5.95653
H 4.93235 -1.98364 -7.04681
H 4.12258 -3.73033 -3.36183
H 4.34904 -0.95988 -2.21666
H -3.37054 -2.09782 6.15668
H 0.21314 -0.29226 3.15049
H -4.05595 -3.25621 0.74696
H -0.20630 -3.53525 4.59211
H -0.17719 5.44770 2.61470
H -3.16427 4.91266 2.72899
H -0.89377 -3.70453 6.86805
H -5.38198 -6.05225 -0.94915
H 0.25769 -0.46257 -1.97235
H -3.79494 -6.11548 -1.74765
H -0.71683 5.04465 -1.14441
H 1.14688 -4.07542 -1.56501
H 3.66253 -2.03836 -4.97856
H 2.02416 -0.83665 3.57165
H -4.79801 -4.26195 -2.93089
H -3.77984 -2.24627 -1.43224
H 4.41908 -4.96139 -4.60959
H -2.69355 -3.54673 -1.95686
H -0.44931 -0.47631 0.76955
H 0.90889 -2.08566 2.70725
H -0.19428 8.51367 -2.80676
H -1.42026 6.48612 3.33865

Mulliken population analysis, charges in e, atoms 1 to 5: atom 1 (Br): -0.247, atom 2 (Br): -0.171, atom 3 (F): -0.247, atom 4 (O): -0.651, atom 5 (O): -0.797



# 3
This record from the Open Molecules 2025 dataset describes the molecule C3H5FS. The level of theory is wB97M-V/def2-TZVPD.

- energy above the lowest of the compared OMol25 structures with the same formula, charge and spin (kcal/mol) = 24.7
- DFT total energy (eV) = -16743.10083
- SMILES = FCCC=S
- E_LUMO (eV) = -0.022
- max |F| (eV Å⁻¹) = 3.491
- HOMO (eV) = -8.58
- net charge = 0

Element x y z (Å)
S 2.76395 -0.49607 -0.13574
F -0.96829 -1.43197 -0.16690
C 1.20599 -0.52228 0.15042
C -1.16339 -0.03872 -0.05915
C 0.20787 0.60913 -0.05092
H 0.34317 1.27834 -0.91583
H 0.79264 -1.41149 0.71271
H -1.73260 0.25721 0.76916
H 0.24834 1.40012 0.70304
H -1.69769 0.35573 -1.00680

natural (NBO) population analysis, charges in e, atoms 1 to 5: atom 1 (S): 0.085, atom 2 (F): -0.364, atom 3 (C): -0.282, atom 4 (C): 0.055, atom 5 (C): -0.537